(1)
An isolated molecule of C2H2N2O2S in a non-equilibrium geometry. Source: the Open Molecules 2025 dataset; level of theory: the ωB97M-V functional and the def2-TZVPD basis.

* SMILES string: O=c1[nH]nc(S)o1
* frontier orbital gap: 9.84 eV
* total charge: 0
* spin multiplicity: 1
* E_HOMO: -9.3 eV

Each line ends with the Mulliken charge.
Atoms and positions in Å:
C  0.195  -0.472  0.737  0.5724
C  -0.172  0.776  -1.035  0.5137
H  2.414  -0.848  1.189  0.1815
H  -2.245  0.525  -0.632  0.2431
N  -1.062  -0.603  0.599  -0.6021
N  -1.283  0.244  -0.441  0.1662
O  0.030  1.456  -2.000  -0.5473
O  0.833  0.213  -0.246  -0.2917
S  1.292  -1.292  1.830  -0.2358


(2)
A structure of composition C36H56N11OPSSn. Source: the Open Molecules 2025 dataset; level of theory: the ωB97M-V functional and the def2-TZVPD basis.

* frontier orbital gap: 7.46 eV
* total charge: +2
* spin multiplicity: 1
* E_HOMO: -12.6 eV

Each line ends with the Mulliken charge.
Atoms and positions in Å:
Sn  0.054  1.224  0.304  1.7824
N  3.817  1.034  2.401  -0.0972
C  3.118  0.402  3.405  -1.1241
C  1.833  0.317  2.976  -0.5545
N  1.741  0.894  1.731  0.8341
C  2.955  1.309  1.409  0.1340
C  3.135  2.048  0.176  -0.0098
N  2.073  2.289  -0.564  0.4571
C  2.513  3.015  -1.647  -0.8144
C  3.851  3.220  -1.533  -0.7813
N  4.238  2.580  -0.378  -0.1039
H  4.792  1.284  2.449  0.1765
H  3.592  0.075  4.313  0.4389
H  0.980  -0.120  3.463  0.5908
H  1.844  3.334  -2.424  0.5861
H  4.553  3.735  -2.164  0.4254
H  5.177  2.555  -0.016  0.1798
C  -2.207  5.799  3.175  -0.9721
C  -1.005  4.988  3.633  -0.9259
N  -1.353  3.594  3.940  0.1699
C  -1.846  3.361  5.311  -0.6670
C  -0.739  2.896  6.243  -1.1157
C  -1.300  2.587  3.079  0.5793
S  -0.940  3.084  1.403  -0.2512
N  -1.643  1.389  3.518  -0.0467
C  -1.503  0.239  2.870  -0.5503
O  -0.763  0.036  1.862  -0.4587
C  -2.210  -0.941  3.406  0.0994
C  -2.401  -2.045  2.574  0.0945
C  -3.054  -3.165  3.057  -0.8712
C  -3.497  -3.194  4.373  -0.4660
C  -3.300  -2.100  5.206  -0.8046
C  -2.665  -0.968  4.722  -0.1633
H  -1.906  6.830  2.991  0.4122
H  -2.991  5.809  3.933  0.3519
H  -2.627  5.394  2.254  0.2299
H  -0.591  5.401  4.553  0.4629
H  -0.213  5.001  2.887  0.3855
H  -2.648  2.630  5.262  0.4092
H  -2.264  4.309  5.648  0.4656
H  -0.365  1.920  5.934  0.2328
H  -1.120  2.815  7.260  0.3906
H  0.093  3.602  6.253  0.3686
H  -2.050  -2.003  1.549  0.5468
H  -3.224  -4.016  2.410  0.4550
H  -4.001  -4.073  4.753  0.4208
H  -3.649  -2.128  6.229  0.4364
H  -2.514  -0.106  5.357  0.4141
C  -3.382  4.991  -2.569  -1.0981
C  -1.930  4.715  -2.974  -0.4371
C  -1.331  3.672  -2.142  0.2494
N  -0.907  2.853  -1.459  -0.3653
H  -3.790  5.762  -3.218  0.3611
H  -3.441  5.340  -1.540  0.2863
H  -3.992  4.096  -2.670  0.3355
H  -1.313  5.609  -2.872  0.2902
H  -1.863  4.388  -4.013  0.3001
N  -0.364  -0.124  -0.986  -0.1700
P  0.429  -1.322  -1.657  -1.6559
N  -0.645  -2.049  -2.700  0.6569
C  -1.375  -1.197  -3.652  -0.7131
C  -1.704  -1.959  -4.936  -0.7876
C  -2.101  -3.409  -4.623  -0.7313
C  -2.602  -3.497  -3.189  -0.9268
C  -1.466  -3.188  -2.220  0.3190
N  0.927  -2.524  -0.639  1.8729
C  1.356  -2.164  0.725  0.7706
C  1.519  -3.416  1.589  -1.3122
C  0.498  -4.467  1.173  -0.1762
C  0.830  -4.965  -0.240  -1.0876
C  1.441  -3.832  -1.080  -1.3881
N  1.796  -0.739  -2.403  0.8595
C  1.725  0.267  -3.469  -0.8774
C  1.911  -0.375  -4.839  -0.3054
C  3.262  -1.088  -4.894  -1.0601
C  3.400  -2.078  -3.738  -0.6998
C  3.107  -1.395  -2.407  -0.8705
H  -0.795  -0.304  -3.870  0.2659
H  -2.294  -0.843  -3.174  0.5087
H  -0.859  -1.940  -5.624  0.1559
H  -2.526  -1.440  -5.434  0.4563
H  -1.238  -4.070  -4.739  0.3102
H  -2.861  -3.756  -5.323  0.4180
H  -2.978  -4.494  -2.957  0.4900
H  -3.437  -2.807  -3.046  0.3729
H  -0.837  -4.071  -2.158  0.0235
H  -1.863  -2.989  -1.218  -0.3007
H  0.583  -1.527  1.161  -0.4667
H  2.301  -1.598  0.705  -0.3704
H  1.407  -3.137  2.638  0.5796
H  2.525  -3.831  1.478  0.3865
H  -0.500  -4.018  1.180  -0.1455
H  0.482  -5.297  1.879  0.5134
H  -0.067  -5.365  -0.711  0.4156
H  1.554  -5.781  -0.193  0.4161
H  1.243  -3.964  -2.142  0.5709
H  2.527  -3.851  -0.959  0.6540
H  2.545  0.976  -3.302  0.3073
H  0.793  0.826  -3.383  0.3555
H  1.841  0.383  -5.621  0.4283
H  1.111  -1.100  -5.001  -0.0931
H  4.065  -0.346  -4.832  0.3116
H  3.382  -1.603  -5.848  0.4739
H  4.404  -2.507  -3.717  0.4440
H  2.696  -2.903  -3.880  0.2279
H  3.856  -0.608  -2.240  0.5208
H  3.179  -2.081  -1.570  0.3781


(3)
A cluster of 3 separate species, C35H34BBr2F3O2 in total in a non-equilibrium geometry. Source: the Open Molecules 2025 dataset; level of theory: the ωB97M-V functional and the def2-TZVPD basis.

* frontier orbital gap: 3.13 eV
* total charge: 0
* spin multiplicity: 1
* E_HOMO: -5.8 eV

Each line ends with the Mulliken charge.
Atoms and positions in Å:
Br  5.199  1.222  8.246  -0.1814
C  4.438  0.496  6.677  0.0174
C  4.886  0.914  5.411  -0.4865
C  4.304  0.394  4.257  -0.5453
C  3.234  -0.547  4.316  0.7538
C  2.631  -1.059  3.121  -0.4663
C  1.509  -1.897  3.063  0.2272
C  1.154  -2.657  1.938  -0.5938
C  0.255  -3.777  2.059  0.7288
C  0.554  -4.981  1.373  -0.4494
C  -0.141  -6.159  1.640  -0.5310
C  -1.220  -6.147  2.539  0.0111
Br  -2.210  -7.731  2.839  -0.1911
C  -1.546  -4.966  3.228  -0.6533
C  -0.814  -3.798  2.998  -0.3223
C  2.808  -0.959  5.611  -0.4562
C  3.395  -0.442  6.766  -0.5592
H  5.676  1.660  5.349  0.3910
H  4.663  0.725  3.284  0.3361
H  3.142  -0.837  2.179  0.3694
H  0.897  -2.036  3.960  0.0359
H  1.839  -2.662  1.075  0.4579
H  1.439  -5.006  0.737  0.3493
H  0.156  -7.088  1.160  0.4029
H  -2.358  -4.981  3.953  0.4053
H  -1.012  -2.920  3.618  0.4098
H  2.010  -1.695  5.699  0.3092
H  3.037  -0.747  7.745  0.3965
C  2.493  3.457  -1.318  -1.5610
C  1.198  3.764  -2.064  2.5277
C  1.314  5.069  -2.834  -2.1768
C  0.920  2.660  -3.112  -1.3745
O  0.354  1.480  -2.512  -0.4175
B  -0.660  1.758  -1.599  1.3806
C  -2.107  1.617  -2.133  0.6834
C  -2.318  1.092  -3.412  -0.3836
C  -3.533  1.285  -4.055  -1.2035
C  -4.529  1.995  -3.394  0.4158
C  -5.817  2.242  -4.130  0.7363
F  -6.715  2.967  -3.402  -0.2896
F  -5.619  2.922  -5.302  -0.2603
F  -6.433  1.064  -4.459  -0.2585
C  -4.371  2.462  -2.096  -0.7395
C  -3.147  2.267  -1.467  -0.9144
C  -0.327  -0.288  -0.120  -0.6936
C  1.048  0.112  0.277  -0.0049
C  -0.713  -1.229  -1.112  1.7006
C  -2.021  -1.817  -1.103  -0.5736
C  -2.373  -2.797  -2.016  -0.7773
C  -1.502  -3.164  -3.048  -0.4116
C  -0.260  -2.531  -3.143  -0.8114
C  0.119  -1.557  -2.229  -0.3323
O  -0.443  2.659  -0.560  -0.5463
C  0.048  3.926  -1.042  -1.3425
H  2.400  2.515  -0.753  0.1987
H  3.321  3.376  -2.038  0.4053
H  2.707  4.279  -0.619  0.4406
H  0.364  5.248  -3.356  0.4748
H  1.505  5.909  -2.156  0.4088
H  2.116  5.012  -3.581  0.3961
H  0.221  3.042  -3.878  0.3464
H  1.852  2.354  -3.605  0.4277
H  -1.524  0.559  -3.935  0.4425
H  -3.671  0.920  -5.074  0.3688
H  -5.161  3.012  -1.587  0.4538
H  -2.996  2.665  -0.465  0.4267
H  -1.129  0.185  0.475  0.4239
H  1.046  1.106  0.780  0.3654
H  1.512  -0.607  1.002  -1.1763
H  1.716  0.179  -0.600  0.2095
H  -2.749  -1.461  -0.368  0.4379
H  -3.341  -3.291  -1.925  0.4462
H  -1.785  -3.934  -3.760  0.4538
H  0.424  -2.798  -3.948  0.4121
H  1.026  -0.969  -2.392  0.3005
H  0.397  4.487  -0.165  0.4362
H  -0.785  4.482  -1.508  0.3633


(4)
A structure of composition C44H55N4O2P2Zr in a non-equilibrium geometry. Source: the Open Molecules 2025 dataset; level of theory: the ωB97M-V functional and the def2-TZVPD basis.

* frontier orbital gap: 6.95 eV
* total charge: +1
* spin multiplicity: 1
* E_HOMO: -9.9 eV

Each line ends with the Mulliken charge.
Atoms and positions in Å:
Zr  -0.004  0.809  0.441  -1.2335
C  1.003  3.829  -1.012  -0.8938
C  -0.333  3.625  -0.677  -1.3463
C  -0.736  2.354  -1.157  -0.0971
C  0.431  1.746  -1.754  -0.4380
C  1.470  2.689  -1.669  -1.2921
H  1.570  4.727  -0.828  0.5980
H  -0.988  4.363  -0.235  0.5751
H  -1.761  2.081  -1.359  0.9379
H  0.442  0.900  -2.425  0.9613
H  2.460  2.562  -2.083  0.8214
C  4.955  -1.151  1.657  -1.3983
C  3.452  -1.300  1.870  0.7642
C  3.080  -2.751  2.186  -1.6689
P  2.365  -0.595  0.515  2.0384
C  2.544  -1.578  -1.070  0.9976
C  3.908  -1.910  -1.672  -1.5054
C  1.749  -2.885  -0.901  -1.5843
C  3.176  1.040  0.328  -0.0268
C  4.352  1.296  -0.376  -1.0332
C  4.924  2.557  -0.411  0.7307
C  6.200  2.815  -1.161  -1.8291
C  4.282  3.582  0.281  -1.0027
C  3.122  3.351  0.992  -0.2669
C  2.544  2.080  1.038  -0.1824
N  1.342  1.793  1.727  1.5920
C  1.147  2.307  3.018  0.6851
C  2.139  2.952  3.771  -1.0326
C  1.877  3.455  5.032  -1.3758
C  0.625  3.336  5.624  0.4373
C  0.322  3.918  6.978  -1.5349
C  -0.331  2.612  4.927  -0.6192
C  -0.086  2.095  3.660  -0.6774
P  -1.200  0.900  2.870  1.4322
C  -2.871  1.663  3.148  0.4257
C  -4.033  0.716  2.852  -1.4037
C  -2.932  2.919  2.271  -1.3793
C  -1.098  -0.513  4.098  0.6510
C  -1.631  -1.818  3.497  -1.4324
C  0.353  -0.710  4.547  -1.7764
H  5.470  -1.558  2.528  0.4850
H  5.245  -0.109  1.551  0.3120
H  5.297  -1.702  0.781  0.1913
H  3.170  -0.676  2.727  0.3436
H  3.487  -3.427  1.435  0.3810
H  1.999  -2.894  2.236  0.2720
H  3.506  -3.035  3.150  0.4914
H  1.994  -0.949  -1.782  -0.0301
H  4.493  -2.550  -1.012  0.2536
H  4.491  -1.029  -1.922  0.3809
H  3.743  -2.464  -2.598  0.4565
H  2.363  -3.656  -0.438  0.4382
H  1.443  -3.259  -1.879  0.5185
H  0.859  -2.744  -0.289  0.0020
H  4.843  0.493  -0.905  0.0925
H  6.502  1.941  -1.736  0.3691
H  7.009  3.059  -0.470  0.3635
H  6.090  3.660  -1.842  0.3748
H  4.695  4.584  0.253  0.4376
H  2.639  4.173  1.502  0.7254
H  3.141  3.038  3.379  0.5194
H  2.675  3.944  5.577  0.3815
H  1.156  4.516  7.341  0.3778
H  0.122  3.131  7.707  0.3313
H  -0.563  4.554  6.932  0.3548
H  -1.290  2.433  5.401  0.4154
H  -2.917  1.955  4.199  0.5592
H  -3.995  0.356  1.825  0.2153
H  -4.978  1.245  2.987  0.4477
H  -4.039  -0.137  3.531  0.3545
H  -2.975  2.639  1.216  0.1630
H  -2.052  3.546  2.430  0.2440
H  -3.817  3.508  2.510  0.5513
H  -1.719  -0.227  4.952  0.8007
H  -0.952  -2.184  2.728  0.0152
H  -2.621  -1.699  3.055  0.2476
H  -1.705  -2.583  4.272  0.5982
H  1.019  -0.753  3.679  0.2863
H  0.447  -1.646  5.100  0.5562
H  0.684  0.103  5.189  0.2588
N  -4.062  -2.269  -6.550  -0.0229
C  -4.871  -3.189  -7.172  0.6739
C  -5.436  -3.255  -8.442  -0.9850
C  -6.213  -4.361  -8.717  -0.4293
C  -6.432  -5.367  -7.763  -0.4934
C  -5.865  -5.308  -6.509  -0.7631
C  -5.063  -4.205  -6.214  0.6507
N  -4.363  -3.905  -5.069  -0.6832
C  -3.784  -2.757  -5.297  -0.1413
C  -2.921  -2.083  -4.336  1.0497
C  -2.364  -2.816  -3.289  -1.1598
C  -1.524  -2.182  -2.397  -0.3052
N  -1.219  -0.878  -2.445  0.1232
C  -1.770  -0.184  -3.441  -0.3485
C  -2.608  -0.728  -4.399  -1.0390
H  -3.696  -1.429  -6.962  0.1905
H  -5.278  -2.482  -9.183  0.3787
H  -6.666  -4.455  -9.695  0.3840
H  -7.063  -6.206  -8.026  0.3842
H  -6.030  -6.080  -5.770  0.4345
H  -2.581  -3.870  -3.196  0.5300
H  -1.054  -2.747  -1.601  0.6606
H  -1.529  0.873  -3.483  0.4229
H  -3.011  -0.087  -5.173  0.3701
O  -2.183  0.305  0.169  -0.4333
C  -1.879  -0.897  0.308  0.1836
O  -0.678  -1.216  0.560  -0.1121
H  -2.648  -1.678  0.259  0.3256


ΔE to the lowest compared entry with this formula, charge and spin per entry: 0.1774 0.0000 1.3664 1.0977 eV